A cluster of 2 separate species, C7H12O in total at a distorted geometry. Source: the Open Molecules 2025 dataset; level of theory: ωB97M-V/def2-TZVPD.

Its charge is 0. Its HOMO-LUMO gap is 9.9 eV. The spin multiplicity is 1.

Atoms and positions in Å:
O (-4.744, -2.014, 0.530)
C (0.950, -0.938, -2.610)
C (0.427, 1.441, 1.486)
C (1.409, 0.907, 0.778)
C (0.650, 2.629, 2.389)
C (0.866, -0.038, -1.409)
C (1.349, -0.241, -0.196)
C (0.160, -1.993, -2.744)
H (1.773, -0.673, -3.264)
H (-4.397, -1.778, 1.394)
H (1.750, -1.142, 0.262)
H (0.089, 3.522, 2.107)
H (0.465, 0.915, -1.738)
H (-0.531, 0.972, 1.483)
H (0.363, 2.347, 3.407)
H (-4.457, -2.915, 0.360)
H (-0.379, -2.408, -1.896)
H (2.460, 1.143, 0.896)
H (0.088, -2.557, -3.672)
H (1.709, 2.821, 2.438)

=====

A cluster of 3 separate species, C7H12O in total at a distorted geometry. Source: the Open Molecules 2025 dataset; level of theory: ωB97M-V/def2-TZVPD.

Its charge is 0. Its HOMO-LUMO gap is 5.0 eV. The spin multiplicity is 1.

Atoms and positions in Å:
O (1.909, 0.000, 0.835)
C (-0.434, -0.587, -2.475)
C (0.424, 1.606, -1.229)
C (0.927, -0.950, -1.720)
C (-0.933, -0.443, 0.301)
C (-0.594, 0.352, 2.823)
C (0.176, 0.230, -1.306)
C (-1.221, -0.431, 1.627)
H (1.452, 1.890, -0.779)
H (1.015, 0.221, 0.704)
H (-1.563, -1.136, -0.324)
H (-0.063, 2.237, -1.945)
H (-1.792, -1.312, 2.119)
H (-0.352, 1.363, 2.472)
H (0.389, -0.153, 3.127)
H (-1.297, -1.354, -2.334)
H (1.737, -1.250, -2.450)
H (-1.291, 0.300, 3.697)
H (-0.440, 0.133, -3.293)
H (1.952, -0.714, 0.153)

=====

The molecule C7H12O at a distorted geometry. Source: the Open Molecules 2025 dataset; level of theory: ωB97M-V/def2-TZVPD.

Its charge is 0. Its HOMO-LUMO gap is 5.7 eV. The spin multiplicity is 1.

Atoms and positions in Å:
O (-1.289, -1.443, -0.591)
C (1.015, -0.751, 0.875)
C (-0.048, -0.250, 1.701)
C (1.390, 0.673, -1.260)
C (-2.683, 0.270, -0.981)
C (-0.970, 0.453, 0.825)
C (-1.678, -0.191, -0.219)
C (1.922, 0.110, 0.084)
H (2.802, -0.477, -0.195)
H (2.143, 1.366, -1.642)
H (0.227, 0.290, 2.619)
H (0.473, 1.226, -1.105)
H (1.289, -0.151, -1.963)
H (-0.661, -1.088, 2.064)
H (-3.178, 1.215, -0.887)
H (-1.063, 1.528, 0.921)
H (2.370, 0.955, 0.635)
H (1.316, -1.767, 1.066)
H (-2.892, -0.323, -1.866)
H (-0.483, -1.644, -0.078)